# 1
Here is a molecular structure, C26H46O2P2V at a distorted geometry from the OMol25 dataset. Energies are from ωB97M-V with the def2-TZVPD basis set.

Geometry as XYZ:
```
77
C26H46O2P2V | the OMol25 dataset | ωB97M-V with the def2-TZVPD basis set
V 0.142 -0.609 0.911
C -0.606 -2.257 2.070
C 0.778 -2.467 1.724
C 0.645 -0.619 3.149
C -0.678 -1.106 2.939
C 1.546 -1.440 2.381
C -1.791 -3.105 1.777
H -1.548 -3.866 1.024
H -2.615 -2.479 1.398
H -2.157 -3.616 2.678
C -1.827 -0.762 3.816
H -2.781 -0.972 3.327
H -1.812 0.300 4.090
H -1.752 -1.364 4.740
C 1.035 0.302 4.231
H 0.549 -0.015 5.161
H 0.701 1.322 4.035
H 2.110 0.328 4.383
C 3.027 -1.334 2.467
H 3.408 -1.821 3.384
H 3.353 -0.279 2.498
H 3.508 -1.825 1.607
C 1.372 -3.577 0.931
H 1.902 -4.293 1.564
H 2.102 -3.167 0.223
H 0.592 -4.117 0.394
C -1.620 0.729 -3.355
C -1.701 -0.633 -3.314
C -0.975 -1.434 -4.367
C 0.550 -1.122 -4.425
C 1.157 -0.468 -3.206
C 1.279 0.863 -3.082
C 0.623 1.825 -4.033
C -0.866 1.496 -4.399
H -1.418 -1.289 -5.375
H 0.713 -0.510 -5.336
H -1.115 -2.504 -4.183
H -0.866 1.007 -5.386
H -2.289 1.335 -2.742
H -2.543 -1.140 -2.815
H -1.383 2.456 -4.575
H 0.652 2.833 -3.586
H 2.064 1.296 -2.461
H 1.210 1.964 -4.978
H 1.097 -2.066 -4.640
H 1.700 -1.144 -2.551
P -1.471 -0.102 -0.941
P 1.894 1.291 0.505
C -0.674 1.700 -0.937
C 0.602 2.323 -0.341
H -1.511 2.369 -0.713
H -0.510 1.813 -2.018
H 1.165 2.839 -1.132
H 0.323 3.089 0.400
C 2.739 2.428 1.656
H 3.473 1.859 2.247
H 1.983 2.872 2.314
H 3.258 3.213 1.084
C 3.246 0.587 -0.516
H 3.789 1.377 -1.054
H 2.827 -0.143 -1.230
H 3.935 0.068 0.162
C -3.275 -0.193 -0.604
H -3.553 -1.208 -0.293
H -3.852 0.071 -1.496
H -3.518 0.517 0.198
C -0.639 -1.755 -1.148
H 0.359 -1.798 -0.658
H -0.430 -1.937 -2.201
H -1.237 -2.617 -0.832
C -2.476 3.398 3.026
C -1.502 2.362 2.474
O -0.269 2.573 2.707
O -2.011 1.406 1.826
H -1.938 4.088 3.684
H -3.299 2.904 3.568
H -2.902 3.951 2.171
```

Calculated values
- ΔE to the lowest compared entry with this formula, charge and spin (eV) = 0.000
- total energy (Ha) = -2795.0822
- frontier orbital gap (alpha / beta) (eV) = 6.6863 / 7.5069
- total charge = +1
- expectation value of S² = 2.19
- 2S+1 = 3

---

# 2
Here is 11 unconnected molecules or ions with the total composition C26H47BCl20FI2N2O6P at a distorted geometry from the OMol25 dataset. Energies are from ωB97M-V with the def2-TZVPD basis set.

Geometry as XYZ:
```
106
C26H47BCl20FI2N2O6P | the OMol25 dataset | ωB97M-V with the def2-TZVPD basis set
N -0.208 2.045 1.468
B -0.488 2.296 0.065
O -1.424 3.163 -0.379
C 0.396 1.483 -1.035
I -0.713 1.464 -2.888
C 0.722 0.107 -0.499
I -0.852 -1.050 0.369
C 1.877 0.428 0.452
O 2.430 -0.287 1.230
O 2.252 1.750 0.238
C 1.848 2.021 -1.101
P 1.998 3.803 -1.588
O 3.370 4.088 -2.065
C 2.755 1.324 -2.134
O 2.444 1.315 -3.288
N 3.982 0.693 -1.682
C 4.921 1.457 -0.981
O 5.191 1.371 0.182
F 5.580 2.278 -1.787
H 0.353 2.752 1.921
H -1.017 1.824 2.033
H -1.877 3.528 0.390
H 1.109 -0.559 -1.265
H 1.657 4.599 -0.483
H 1.066 4.025 -2.607
H 3.823 -0.179 -1.193
Cl -6.105 1.101 -1.015
C -6.122 -0.312 -2.112
C -5.177 -1.391 -1.657
Cl -3.470 -0.900 -1.806
H -5.872 0.041 -3.109
H -7.140 -0.695 -2.124
H -5.308 -2.277 -2.277
H -5.359 -1.661 -0.620
Cl -3.312 -4.251 -3.331
C -2.704 -4.139 -5.008
C -1.238 -3.804 -5.071
Cl -0.899 -2.138 -4.522
H -3.304 -3.398 -5.530
H -2.878 -5.111 -5.465
H -0.889 -3.872 -6.095
H -0.651 -4.481 -4.457
Cl -1.741 3.559 5.481
C -2.140 1.948 6.141
C -1.695 0.843 5.221
Cl -2.656 0.845 3.714
H -3.213 1.912 6.313
H -1.634 1.865 7.098
H -1.840 -0.125 5.688
H -0.650 0.947 4.950
Cl -2.227 -2.903 7.171
C -0.447 -2.916 7.278
C 0.062 -1.969 8.333
Cl -0.226 -0.270 7.882
H -0.053 -2.664 6.297
H -0.148 -3.933 7.524
H 1.137 -2.094 8.448
H -0.414 -2.144 9.293
Cl 1.616 4.967 2.219
C 2.973 6.007 1.682
C 4.298 5.527 2.203
Cl 4.476 5.740 3.963
H 2.755 7.026 1.989
H 2.990 5.966 0.593
H 5.102 6.094 1.740
H 4.444 4.473 1.976
Cl 7.183 6.040 -0.105
C 8.450 4.832 0.237
C 8.278 4.184 1.586
Cl 8.575 5.322 2.928
H 9.412 5.330 0.158
H 8.382 4.074 -0.541
H 8.994 3.372 1.693
H 7.276 3.781 1.706
Cl 2.027 1.145 4.571
C 3.344 2.253 4.117
C 4.651 1.889 4.766
Cl 4.627 2.158 6.530
H 3.035 3.258 4.384
H 3.445 2.191 3.033
H 5.443 2.516 4.361
H 4.903 0.847 4.591
Cl -1.435 -5.805 -7.786
C -0.827 -5.674 -9.457
C 0.637 -5.323 -9.486
Cl 0.934 -3.669 -8.894
H -1.425 -4.928 -9.972
H -0.986 -6.639 -9.934
H 1.003 -5.370 -10.510
H 1.220 -6.006 -8.875
Cl -10.989 -1.569 -2.755
C -11.312 -1.249 -1.030
C -10.932 0.154 -0.634
Cl -9.169 0.409 -0.677
H -10.766 -1.985 -0.447
H -12.378 -1.400 -0.872
H -11.259 0.344 0.387
H -11.391 0.889 -1.289
Cl 0.186 -4.473 -1.807
C -0.273 -6.087 -1.213
C 0.189 -7.191 -2.127
Cl -0.676 -7.197 -3.688
H -1.353 -6.098 -1.088
H 0.193 -6.210 -0.237
H -0.002 -8.155 -1.659
H 1.251 -7.109 -2.339
```

Calculated values
- total energy (Ha) = -11845.2951
- frontier orbital gap (eV) = 8.8114
- SMILES = NB(O)[C@]1(I)[C@H](I)C(=O)O[C@@]1([PH2]=O)C(=O)NC(=O)F.ClCCCl.ClCCCl.ClCCCl.ClCCCl.ClCCCl.ClCCCl.ClCCCl.ClCCCl.ClCCCl.ClCCCl

---

# 3
Here is a molecular structure, C26H47BIN4O5 at a distorted geometry from the OMol25 dataset. Energies are from ωB97M-V with the def2-TZVPD basis set.

Geometry as XYZ:
```
84
C26H47BIN4O5 | the OMol25 dataset | ωB97M-V with the def2-TZVPD basis set
C 0.996 -3.438 9.111
N 1.687 -2.103 9.074
C 2.890 -2.335 8.173
B 0.849 -1.047 8.435
O 1.141 0.334 8.746
C -0.330 -1.479 7.371
C -1.727 -1.944 7.882
C -2.786 -2.382 6.816
C -4.194 -2.894 7.356
O -4.724 -3.897 6.797
O -4.867 -2.305 8.473
I -5.542 -0.453 8.048
C -2.355 -2.317 5.322
C -0.927 -1.800 4.927
N 0.017 -1.412 5.967
H 0.824 -3.888 8.053
H 1.633 -4.229 9.668
H -0.035 -3.407 9.612
H 2.597 -2.941 7.225
H 3.594 -3.023 8.773
H 3.383 -1.353 7.849
H 0.310 0.863 8.781
H -1.884 -1.964 9.009
H -3.078 -2.626 4.500
H -0.575 -1.754 3.833
H 0.956 -1.095 5.646
C 2.120 -0.599 -1.919
C 1.722 -1.116 -0.508
C 0.305 -1.741 -0.547
C -0.815 -0.710 -0.638
C -0.680 0.334 0.463
C 0.715 0.999 0.491
N 1.830 0.002 0.480
O 1.907 -0.546 1.725
C 0.842 1.954 -0.718
C 0.784 1.948 1.717
C 2.724 -2.269 -0.227
H 1.256 -0.453 -2.572
H 2.672 0.342 -1.867
H 2.785 -1.293 -2.439
H 0.142 -2.345 0.354
H 0.224 -2.431 -1.393
H -0.818 -0.236 -1.622
H -1.781 -1.216 -0.542
H -1.457 1.094 0.335
H -0.883 -0.147 1.429
H 1.845 2.389 -0.772
H 0.136 2.786 -0.637
H 0.627 1.479 -1.676
H 0.581 1.432 2.659
H 0.036 2.742 1.635
H 1.765 2.426 1.790
H 3.750 -1.894 -0.167
H 2.688 -3.014 -1.026
H 2.501 -2.806 0.699
C -0.779 3.946 -7.408
C 0.197 3.089 -6.554
C 1.011 2.137 -7.467
C 0.206 0.952 -7.986
C -0.466 0.209 -6.838
C -1.317 1.135 -5.941
N -0.573 2.357 -5.503
O 0.303 1.979 -4.529
C -2.600 1.538 -6.705
C -1.850 0.307 -4.742
C 1.195 4.123 -5.963
H -0.966 3.512 -8.393
H -1.741 4.087 -6.907
H -0.397 4.955 -7.582
H 1.876 1.749 -6.916
H 1.418 2.693 -8.317
H -0.535 1.285 -8.717
H 0.873 0.268 -8.521
H -1.086 -0.596 -7.244
H 0.311 -0.281 -6.237
H -3.194 2.254 -6.127
H -3.236 0.666 -6.888
H -2.407 1.973 -7.687
H -1.047 -0.160 -4.166
H -2.493 -0.507 -5.088
H -2.442 0.930 -4.065
H 0.687 4.820 -5.289
H 1.660 4.709 -6.760
H 2.015 3.651 -5.415
```

Calculated values
- ΔE to the lowest compared entry with this formula, charge and spin (eV) = 3.338
- total energy (Ha) = -1936.1421
- frontier orbital gap (alpha / beta) (eV) = 5.0698 / 5.7477
- total charge = +1
- expectation value of S² = 2.01
- 2S+1 = 3

---

# 4
Here is 2 unconnected molecules or ions with the total composition C26H47Br2F5N2O8PS at a distorted geometry from the OMol25 dataset. Energies are from ωB97M-V with the def2-TZVPD basis set.

Geometry as XYZ:
```
92
C26H47Br2F5N2O8PS | the OMol25 dataset | ωB97M-V with the def2-TZVPD basis set
C 10.024 -3.488 1.698
C 8.482 -3.558 1.087
O 8.238 -2.614 -0.016
C 7.680 -1.322 0.506
C 7.243 -0.312 -0.752
O 6.147 0.549 -0.282
C 5.018 0.586 -1.224
C 3.535 0.758 -0.470
S 3.142 -1.031 -0.052
C 2.016 -1.266 1.426
O 2.437 -1.771 -1.256
O 4.426 -1.902 0.240
C 2.398 1.541 -1.414
N 1.977 0.891 -2.714
C 2.818 1.202 -3.753
C 3.119 2.696 -4.360
C 3.573 -0.068 -4.507
N 1.333 1.856 -0.364
C -0.169 1.996 -0.471
C -0.929 0.780 -1.265
C -2.182 0.096 -0.460
F -3.035 -0.572 -1.513
Br -1.634 -1.402 0.790
C -3.171 1.147 0.317
F -4.552 0.536 0.257
F -3.297 2.480 -0.321
Br -2.762 1.257 2.313
C 1.957 2.087 0.868
C 3.589 1.887 0.717
F 3.937 1.209 1.987
C 4.545 3.211 0.562
C 5.884 3.217 1.507
C 7.166 4.052 0.847
F 8.261 3.064 0.604
H 10.502 -4.571 1.801
H 9.925 -3.035 2.795
H 10.722 -2.782 1.055
H 8.388 -4.652 0.619
H 7.697 -3.468 1.951
H 6.799 -1.514 1.261
H 8.532 -0.756 1.083
H 8.235 0.274 -1.029
H 6.972 -1.025 -1.640
H 5.173 1.499 -1.962
H 4.905 -0.383 -1.891
H 1.112 -0.525 1.362
H 1.539 -2.358 1.501
H 2.584 -1.012 2.435
H 2.860 2.628 -1.584
H 4.195 3.049 -3.982
H 2.343 3.513 -3.972
H 3.170 2.680 -5.530
H 2.814 -0.978 -4.445
H 3.644 0.189 -5.671
H 4.615 -0.341 -4.051
H -0.365 2.983 -1.112
H -0.577 2.226 0.601
H -0.126 -0.087 -1.434
H -1.275 1.089 -2.365
H 1.414 2.382 1.890
H 4.923 3.330 -0.564
H 3.935 4.203 0.784
H 6.308 2.153 1.772
H 5.640 3.794 2.522
H 6.913 4.558 -0.177
H 7.609 4.852 1.595
O -9.949 -2.925 -0.420
P -9.983 -1.447 0.039
O -8.728 -1.664 1.106
C -7.474 -2.080 0.583
C -6.777 -0.959 -0.167
O -11.271 -1.686 1.071
C -12.305 -2.574 0.656
C -12.119 -3.938 1.307
O -10.020 0.205 0.551
C -9.908 0.571 1.927
C -8.508 1.073 2.242
H -7.595 -2.950 -0.069
H -6.852 -2.398 1.426
H -7.442 -0.496 -0.904
H -5.886 -1.331 -0.678
H -6.465 -0.170 0.522
H -12.333 -2.655 -0.436
H -13.265 -2.149 0.963
H -11.077 -4.272 1.290
H -12.733 -4.696 0.806
H -12.414 -3.896 2.362
H -10.193 -0.241 2.602
H -10.616 1.389 2.085
H -7.807 0.244 2.351
H -8.496 1.622 3.188
H -8.125 1.718 1.445
```

Calculated values
- total energy (Ha) = -8116.3175
- frontier orbital gap (eV) = 5.6034
- total charge = +1

---

# 5
Here is 3 unconnected molecules or ions with the total composition C26H47ClN3O6P2 at a distorted geometry from the OMol25 dataset. Energies are from ωB97M-V with the def2-TZVPD basis set.

Geometry as XYZ:
```
85
C26H47ClN3O6P2 | the OMol25 dataset | ωB97M-V with the def2-TZVPD basis set
C 7.029 2.005 0.361
C 6.693 0.385 0.582
C 5.067 0.143 0.767
C 4.534 -0.996 -0.328
C 3.032 -1.586 0.053
C 1.873 -1.063 -1.026
C 0.397 -1.654 -0.542
C -0.368 -2.516 -1.718
C -1.397 -1.452 -2.498
C -2.752 -1.111 -1.647
C -3.455 -2.411 -0.862
C -4.847 -2.080 0.007
O -5.603 -3.093 0.760
C -6.874 -3.439 0.085
N -8.157 -3.513 -0.203
C -5.303 -0.472 -0.083
P -6.902 0.002 0.864
C -6.845 -0.521 2.699
C -5.321 -0.922 3.210
C -7.271 1.874 0.787
C -7.180 2.516 -0.721
N -4.568 0.586 -0.831
N -3.453 0.213 -1.516
P -2.666 1.573 -2.444
O -2.911 2.997 -1.440
Cl -3.668 1.723 -4.311
H 6.239 2.404 -0.429
H 8.099 2.109 -0.117
H 6.964 2.575 1.387
H 7.269 -0.049 1.514
H 7.122 -0.171 -0.376
H 4.880 -0.197 1.893
H 4.535 1.191 0.597
H 5.313 -1.876 -0.321
H 4.519 -0.456 -1.373
H 3.095 -2.764 0.049
H 2.738 -1.274 1.157
H 2.182 -1.419 -2.107
H 1.898 0.127 -1.065
H -0.247 -0.690 -0.270
H 0.489 -2.362 0.389
H 0.469 -2.782 -2.525
H -0.908 -3.484 -1.345
H -0.731 -0.535 -2.781
H -1.755 -2.051 -3.468
H -3.042 -3.504 -0.905
H -7.302 0.306 3.419
H -7.546 -1.475 2.841
H -5.264 -0.595 4.355
H -4.478 -0.399 2.588
H -5.169 -2.100 3.197
H -8.402 2.008 1.142
H -6.620 2.512 1.540
H -6.048 2.831 -0.916
H -7.839 3.479 -0.876
H -7.420 1.703 -1.555
H -2.070 3.552 -1.525
O 5.995 -3.482 0.948
C 5.733 -4.649 0.660
O 4.454 -5.084 0.667
C 4.025 -6.365 0.172
C 4.181 -7.434 1.236
C 6.834 -5.631 0.385
H 4.537 -6.619 -0.760
H 2.964 -6.259 -0.078
H 5.226 -7.562 1.529
H 3.803 -8.395 0.876
H 3.632 -7.156 2.141
H 7.221 -6.010 1.332
H 7.634 -5.112 -0.153
H 6.534 -6.464 -0.247
O -1.092 5.162 -1.776
C -0.619 5.989 -0.997
O -1.422 6.875 -0.370
C -0.999 7.753 0.689
C -0.381 9.018 0.127
C 0.866 6.085 -0.799
H -0.338 7.235 1.390
H -1.902 8.013 1.253
H 0.516 8.803 -0.458
H -0.112 9.707 0.933
H -1.084 9.520 -0.546
H 1.297 6.681 -1.606
H 1.286 5.075 -0.830
H 1.156 6.505 0.161
```

Calculated values
- total energy (Ha) = -2776.7034
- frontier orbital gap (eV) = 6.0841
- total charge = +1